C21H25F3NO2S | ωB97M-V with the def2-TZVPD basis set

```
! RIJCOSX wB97M-V def2-TZVPD def2/J DEFGRID3
* xyz 1 1
C -5.49 -2.44 1.74
O -5.08 -1.06 1.71
C -3.75 -0.81 1.77
C -3.38 0.56 1.77
C -2.05 0.91 1.86
C -1.05 -0.07 1.94
C 0.37 0.41 2.01
C 1.41 -0.52 1.82
S 3.08 -0.25 1.93
C 3.57 -1.43 3.26
C 3.60 -1.37 0.57
O 0.55 1.64 2.20
C -1.42 -1.43 1.99
C -2.75 -1.81 1.86
H -6.58 -2.37 1.73
H -5.13 -2.98 0.86
H -5.14 -2.94 2.66
H -4.15 1.31 1.71
H -1.80 1.96 1.86
H 1.16 -1.50 1.42
H 4.67 -1.37 3.32
H 3.12 -1.10 4.20
H 3.24 -2.44 3.00
H 4.69 -1.31 0.51
H 3.27 -2.40 0.79
H 3.14 -1.01 -0.36
H -0.64 -2.18 2.12
H -3.00 -2.87 1.85
C 1.33 3.30 4.47
N 2.28 3.92 3.55
C 2.54 5.36 3.76
C 2.86 3.23 2.59
C 3.82 3.82 1.69
C 4.91 4.59 2.17
C 5.66 5.35 1.29
C 5.45 5.22 -0.08
C 6.37 5.96 -1.00
F 6.50 5.35 -2.21
F 5.90 7.23 -1.25
F 7.63 6.09 -0.48
C 4.43 4.42 -0.59
C 3.64 3.70 0.29
H 0.88 4.10 5.06
H 0.55 2.77 3.91
H 1.83 2.58 5.14
H 1.73 5.72 4.39
H 3.48 5.53 4.29
H 2.55 5.92 2.82
H 2.49 2.22 2.39
H 5.16 4.59 3.23
H 6.42 6.03 1.66
H 4.27 4.36 -1.66
H 2.83 3.06 -0.07
*
```

Output
E_HOMO = -0.376 Ha
molecular weight = 412.5 g/mol